[1]
Density functional theory data (ωB97M-V/def2-TZVPD) for an isolated molecule of C11H13N.

As for the SMILES: CC1=c2ccccc2=NC1(C)C. The total charge is 0. For the lowest unoccupied orbital energy (alpha / beta), the calculation gives -0.1 / -0.8 eV. The HOMO energy (alpha / beta) is -7.6 / -7.5 eV. The value obtained for the relative energy (zero: lowest compared OMol25 entry of this formula, charge and spin) is 387.53 kJ/mol. The HOMO-LUMO gap (alpha / beta) comes out at 7.551 / 6.711 eV.

Element x y z (Å)
N -0.29 1.62 0.15
C -2.68 1.46 0.19
C 1.52 0.99 -1.40
C -2.41 -1.30 -0.43
C -3.67 -0.77 -0.26
C -1.39 0.94 0.07
C 1.12 -1.92 0.20
C -1.31 -0.46 -0.20
C 0.38 -0.68 -0.08
C 1.78 1.08 1.21
C 0.85 0.72 0.03
C -3.76 0.62 0.11
H 2.26 0.29 -1.47
H 0.81 0.93 -2.19
H 1.96 -1.96 -0.50
H 1.56 -2.10 1.15
H -2.25 -2.26 -0.87
H -4.66 -1.16 -0.51
H -4.80 0.87 0.19
H -2.78 2.49 0.69
H 2.06 0.18 1.63
H 1.15 1.53 2.02
H 1.89 2.02 -1.53
H 2.64 1.66 0.82
H 0.49 -2.86 0.26

***

[2]
Density functional theory data (ωB97M-V/def2-TZVPD) for the ion C11H13N2 with charge +1.

As for the SMILES: CNC[n+]1ccc2ccccc2c1. The total charge is +1. For the lowest unoccupied orbital energy, the calculation gives -4.4 eV. The HOMO energy is -13.0 eV. The value obtained for the relative energy (zero: lowest compared OMol25 entry of this formula, charge and spin) is 42.78 kJ/mol. The HOMO-LUMO gap comes out at 8.614 eV.

Element x y z (Å)
N 0.98 0.58 -0.58
N 3.25 0.55 0.12
C 2.97 -0.57 1.02
C -3.75 -0.52 0.44
C -3.29 -1.53 -0.44
C -2.94 0.50 0.84
C 0.55 1.59 0.26
C 0.17 -0.39 -0.94
C -1.61 0.56 0.37
C -0.71 1.59 0.73
C -1.15 -0.46 -0.50
C -2.01 -1.50 -0.90
C 2.38 0.63 -1.03
H 1.28 2.34 0.50
H -3.30 1.27 1.51
H 2.53 -0.17 -1.75
H -3.96 -2.32 -0.75
H -1.63 -2.26 -1.57
H 0.57 -1.15 -1.60
H 3.86 -0.79 1.60
H -1.02 2.39 1.39
H 2.52 1.60 -1.52
H 4.20 0.45 -0.21
H 2.17 -0.32 1.71
H 2.68 -1.49 0.49
H -4.77 -0.56 0.80

***

[3]
Density functional theory data (ωB97M-V/def2-TZVPD) for the ion C11H13N2S with charge +1.

The total charge is +1. For the lowest unoccupied orbital energy, the calculation gives -5.2 eV. The HOMO energy is -11.8 eV. The value obtained for the relative energy (zero: lowest compared OMol25 entry of this formula, charge and spin) is 297.17 kJ/mol. The HOMO-LUMO gap comes out at 6.604 eV.

Element x y z (Å)
S 1.43 -3.11 -1.82
N 2.79 -1.22 -0.48
N 0.08 0.14 -0.88
C -0.18 -2.48 -1.16
C -1.65 2.44 1.55
C -0.64 0.70 0.23
C -1.98 1.56 2.58
C 1.36 0.71 -1.15
C -1.58 0.27 2.41
C -0.50 -0.97 -1.56
C 2.49 0.16 -0.26
C 2.48 -2.15 -1.11
C -0.96 -0.18 1.25
C -1.08 2.08 0.34
H -0.22 -0.98 -2.61
H -0.91 -3.11 -1.62
H -2.37 1.87 3.55
H 3.43 0.73 -0.41
H 1.58 0.58 -2.33
H -1.82 -0.49 3.14
H -1.85 3.56 1.76
H -1.23 2.60 -0.52
H 2.44 0.30 0.86
H -0.75 -1.23 1.06
H -0.21 -2.65 -0.10
H -1.53 -0.97 -1.61
H 1.36 1.81 -1.10

***

[4]
Density functional theory data (ωB97M-V/def2-TZVPD) for an isolated molecule of C11H13NO.

As for the SMILES: C=c1cccc/c1=C(/C)NC(C)=O. The total charge is 0. For the lowest unoccupied orbital energy (alpha / beta), the calculation gives -0.4 / -0.4 eV. The HOMO energy (alpha / beta) is -7.0 / -7.0 eV. The value obtained for the relative energy (zero: lowest compared OMol25 entry of this formula, charge and spin) is 296.48 kJ/mol. The HOMO-LUMO gap (alpha / beta) comes out at 6.659 / 6.662 eV.

Element x y z (Å)
O -3.21 0.41 -1.20
N -1.68 -0.25 0.40
C 3.15 0.26 -0.33
C 2.26 -1.84 -0.01
C 3.28 -1.06 -0.48
C -0.50 0.54 0.20
C 0.75 0.03 0.27
C -2.81 -0.32 -0.31
C -0.95 1.84 -0.39
C 1.86 0.90 -0.02
C -3.69 -1.47 0.28
C 1.93 2.23 0.20
C 1.03 -1.32 0.34
H 4.03 0.93 -0.47
H 1.27 2.73 0.93
H 2.57 -2.86 0.28
H 2.88 2.70 0.04
H -1.71 2.36 0.30
H -0.29 2.61 -0.75
H -1.38 -1.14 0.88
H -3.19 -2.44 0.58
H -4.28 -1.75 -0.52
H 4.32 -1.64 -0.78
H -1.65 1.61 -1.20
H 0.24 -2.06 0.68
H -4.25 -1.01 1.08

***

[5]
Density functional theory data (ωB97M-V/def2-TZVPD) for a cluster of 2 separate species, C11H13NO3 in total.

As for the SMILES: Cn1c(O)c2ccccc2c1O.C=CO. The total charge is 0. For the lowest unoccupied orbital energy, the calculation gives 0.5 eV. The HOMO energy is -6.5 eV. The value obtained for the relative energy (zero: lowest compared OMol25 entry of this formula, charge and spin) is 370.66 kJ/mol. The HOMO-LUMO gap comes out at 7.022 eV.

Element x y z (Å)
O 1.91 1.13 0.48
O 0.23 -3.21 -0.30
O -1.54 0.67 1.92
N 1.21 -1.13 0.20
C 1.16 0.18 -0.13
C 0.06 0.39 -0.94
C -0.43 -0.98 -1.29
C -1.65 1.31 -2.38
C -1.56 -1.08 -2.06
C -0.55 1.53 -1.54
C 0.36 2.11 2.43
C 2.32 -1.78 0.90
C 0.31 -1.89 -0.53
C -0.41 1.03 2.56
C -2.09 -0.02 -2.69
H -1.98 -2.02 -2.33
H 0.15 2.89 1.84
H 1.27 2.30 3.21
H 1.48 2.04 0.62
H -1.89 1.27 1.33
H -2.12 2.10 -2.89
H 3.24 -1.56 0.25
H -0.62 -3.63 -0.23
H 2.09 -2.90 0.92
H 2.45 -1.36 1.89
H -3.05 -0.18 -3.16
H -0.23 0.27 3.28
H -0.09 2.52 -1.38

***

[6]
Density functional theory data (ωB97M-V/def2-TZVPD) for an isolated molecule of C11H13O2P.

As for the SMILES: O=C[C@@H]1[C@@H](CO)[C@@]1(P)c1ccccc1. The total charge is 0. For the lowest unoccupied orbital energy, the calculation gives 0.6 eV. The HOMO energy is -9.1 eV. The value obtained for the relative energy (zero: lowest compared OMol25 entry of this formula, charge and spin) is 187.40 kJ/mol. The HOMO-LUMO gap comes out at 9.648 eV.

Element x y z (Å)
P -2.60 0.63 0.69
O 1.81 0.42 -1.44
O 0.16 4.30 0.80
C 1.18 -3.01 1.19
C -0.82 0.55 0.17
C -0.49 3.35 0.39
C -0.54 1.29 -1.19
C 0.70 -0.72 1.68
C 1.45 -1.83 1.97
C -0.02 -0.60 0.51
C -0.01 1.91 0.08
C -0.10 -1.71 -0.33
C 0.41 -2.90 0.04
C 0.65 0.84 -2.12
H 0.66 0.18 2.30
H -1.59 3.41 0.09
H 0.96 1.74 -2.65
H -2.77 2.16 0.54
H -1.37 1.74 -1.74
H 1.65 -4.06 1.42
H 0.24 -3.75 -0.47
H 1.16 1.71 0.26
H -0.66 -1.69 -1.26
H -2.56 0.74 2.09
H 1.78 -0.54 -1.38
H 0.20 0.03 -2.91
H 2.02 -1.97 2.83

***

[7]
Density functional theory data (ωB97M-V/def2-TZVPD) for an isolated molecule of C11H13PS.

The total charge is 0. For the lowest unoccupied orbital energy (alpha / beta), the calculation gives 0.2 / -1.1 eV. The HOMO energy (alpha / beta) is -7.6 / -7.3 eV. The value obtained for the relative energy (zero: lowest compared OMol25 entry of this formula, charge and spin) is 358.26 kJ/mol. The HOMO-LUMO gap (alpha / beta) comes out at 7.768 / 6.279 eV.

Element x y z (Å)
S -4.15 -0.38 0.80
P 0.58 -0.16 2.39
C -3.03 1.56 -1.08
C -1.35 0.41 0.30
C 3.20 -0.18 1.51
C 1.66 -1.00 -0.13
C 4.29 -0.54 0.77
C 4.05 -1.10 -0.50
C -0.99 -0.51 1.48
C 1.89 -0.56 1.19
C -3.54 1.11 1.39
C 2.78 -1.33 -0.86
C -2.76 0.86 0.20
H 2.75 -1.58 -1.98
H -1.85 -0.39 2.26
H -1.17 -0.06 -0.62
H 4.81 -1.54 -1.13
H -3.92 2.03 -1.28
H -0.81 1.36 0.26
H -1.25 -1.52 1.24
H -3.44 1.42 2.46
H -2.39 2.43 -0.89
H 3.37 0.31 2.41
H 0.83 -1.46 -0.64
H 5.24 -0.25 1.24
H -2.83 0.94 -1.91

***

[8]
Density functional theory data (ωB97M-V/def2-TZVPD) for a structure of composition C11H14BBaN7Se.

The total charge is +2. For the lowest unoccupied orbital energy (alpha / beta), the calculation gives -9.1 / -9.6 eV. The HOMO energy (alpha / beta) is -14.6 / -14.6 eV. The HOMO-LUMO gap (alpha / beta) comes out at 5.516 / 5.004 eV.

Element x y z (Å)
Ba -1.27 1.77 -0.22
Se -5.44 -0.37 2.75
N 0.83 -0.69 -2.33
N 1.32 1.31 -0.22
N 1.83 -2.13 0.23
N -3.45 0.85 0.96
N 2.60 -1.87 -0.87
N 2.38 0.73 -0.91
N -0.27 -0.21 -1.64
C 3.35 -3.79 -0.03
C 3.54 -2.84 -1.04
C 2.26 -3.30 0.74
C 3.43 1.58 -0.91
C 1.78 2.48 0.29
C -0.91 -0.78 -3.72
C -4.24 0.33 1.68
C -0.83 2.01 2.37
C -1.33 -0.29 -2.47
C 3.09 2.69 -0.15
C 0.46 -1.02 -3.59
B 2.26 -0.60 -1.72
H -2.34 0.00 -2.14
H -1.69 1.35 2.51
H 4.32 1.34 -1.47
H -0.57 2.47 3.32
H -1.52 -0.96 -4.58
H 0.08 1.48 2.03
H 3.05 -0.58 -2.61
H 1.80 -3.77 1.60
H 3.89 -4.71 0.13
H -1.10 2.86 1.71
H 1.20 -1.38 -4.30
H 3.70 3.54 0.07
H 1.17 3.09 0.96
H 4.25 -2.80 -1.85